## A
17
Properties=species:S:1:pos:R:3 method="wB97M-V/def2-TZVPD" homo_energy_ha=-0.7351 multiplicity=1 gap_ha=0.382 e_lumo_ev=-9.61 smiles="C=[NH+]N(C)[NH2+]C" charge=+2
N 0.288 -0.562 -0.966
N -0.812 0.028 0.985
N 0.157 0.439 0.022
C -0.927 -0.873 -1.803
C -0.745 0.466 2.199
C 1.468 1.042 0.305
H 1.400 2.103 0.126
H 1.601 0.763 1.374
H 1.027 -0.255 -1.707
H -1.386 0.037 -1.874
H -1.500 0.096 2.915
H 0.021 1.103 2.571
H 2.362 0.592 -0.181
H -1.562 -1.534 -1.318
H -1.626 -0.601 0.803
H 0.620 -1.585 -0.699
H -0.388 -1.259 -2.752

=====

## B
17
Properties=species:S:1:pos:R:3 method="wB97M-V/def2-TZVPD" homo_energy_ha="-0.7680 / -0.6944" multiplicity=1 gap_ha="0.370 / 0.223" e_lumo_ev="-10.83 / -12.83" smiles="CNC[N+](C)=[NH2+]" charge=+2
N -0.328 -1.760 0.281
N -0.616 0.562 -1.167
N 0.074 -0.661 0.804
C -0.059 0.586 0.097
C -0.029 1.300 -2.154
C 0.310 -0.586 2.150
H -0.751 1.068 0.846
H 0.188 -1.573 2.661
H 0.899 1.149 0.091
H -0.122 0.084 2.762
H 0.114 0.753 -3.146
H 1.368 -0.368 2.394
H 0.000 -1.881 -0.791
H -1.326 -0.119 -1.349
H -0.610 2.222 -2.402
H -0.129 -2.624 0.876
H 1.018 1.848 -1.955

=====

What should be chosen as the least stable of them? Choose B.

=====

## A
8
Properties=species:S:1:pos:R:3 method="wB97M-V/def2-TZVPD" homo_energy_ha=-0.2982 multiplicity=1 gap_ha=0.311 e_lumo_ev=0.35 charge=0
N 1.507 -0.698 0.773
N -1.179 -1.347 0.945
N 0.222 1.120 -0.279
N -1.278 -0.557 0.111
C -0.968 0.436 -0.664
C 0.925 0.244 0.240
H -1.546 0.716 -1.522
H 2.284 0.059 0.421

=====

## B
8
Properties=species:S:1:pos:R:3 method="wB97M-V/def2-TZVPD" homo_energy_ha=-0.2976 multiplicity=1 gap_ha=0.322 e_lumo_ev=0.66 charge=0
N 0.623 0.681 0.163
N -1.999 -0.826 -1.171
N -0.195 -1.527 0.196
N -1.124 -1.130 -0.523
C 0.785 -0.541 0.457
C 0.373 1.775 -0.370
H 1.679 -0.907 0.941
H -0.142 2.475 0.307

=====

What should be chosen as the least stable of them? Choose A.

=====

## A
19
Properties=species:S:1:pos:R:3 method="wB97M-V/def2-TZVPD" homo_energy_ha=-0.2948 multiplicity=1 gap_ha=0.332 e_lumo_ev=1.02 smiles="C=C(N)C[C@@H](C)N" charge=0
N -1.187 0.126 2.228
N 1.582 -1.458 -1.162
C -0.018 1.663 0.733
C 0.453 -0.651 -1.209
C -0.149 0.217 1.202
C 0.112 0.094 -2.262
C -0.402 -0.752 0.035
H 1.963 -1.622 -0.249
H 0.692 0.014 -3.175
H -0.355 -1.776 0.415
H -0.259 2.323 1.568
H 0.773 -0.075 1.711
H -2.091 0.412 1.841
H 2.177 -1.553 -1.969
H 0.968 1.901 0.352
H -1.356 -0.844 2.481
H -0.769 1.857 -0.037
H -1.445 -0.690 -0.278
H -0.687 0.816 -2.226

=====

## B
19
Properties=species:S:1:pos:R:3 method="wB97M-V/def2-TZVPD" homo_energy_ha=-0.3203 multiplicity=1 gap_ha=0.361 e_lumo_ev=1.12 smiles="C=CCCNCN" charge=0
N 1.039 0.595 -0.773
N 0.526 -1.299 -2.076
C -1.715 0.621 0.918
C 1.543 -0.563 -1.481
C -1.983 -0.708 1.092
C -0.338 1.311 1.070
C 0.917 0.509 0.632
H 1.906 0.937 1.005
H -0.272 -1.014 -1.520
H -3.022 -0.974 1.305
H -0.258 1.398 2.133
H 0.706 -0.439 1.058
H 2.044 -1.171 -0.659
H -2.484 1.255 0.602
H -1.134 -1.390 1.361
H 2.404 -0.126 -2.105
H -0.484 2.392 0.721
H 0.497 -2.257 -2.097
H 0.108 0.923 -1.183

=====

What should be chosen as the least stable of them? Choose B.

=====

## A
14
Properties=species:S:1:pos:R:3 method="wB97M-V/def2-TZVPD" homo_energy_ha=-0.3520 multiplicity=1 gap_ha=0.327 e_lumo_ev=-0.69 charge=0
Cl 1.789 -1.448 -1.865
F -0.858 -1.555 -0.401
C 0.754 -0.623 1.612
C -0.757 0.292 -1.873
C -0.214 -0.447 -0.710
C 0.438 0.270 0.418
H 1.377 -1.455 1.294
H -0.872 -0.368 -2.731
H -1.745 0.686 -1.614
H 1.348 0.744 0.049
H -0.157 -1.021 2.051
H -0.099 1.113 -2.137
H -0.243 1.076 0.725
H 1.287 -0.054 2.368

=====

## B
14
Properties=species:S:1:pos:R:3 method="wB97M-V/def2-TZVPD" homo_energy_ha=-0.3281 multiplicity=1 gap_ha=0.358 e_lumo_ev=0.82 smiles="C=C(Cl)CC.F" charge=0
Cl 0.432 2.177 1.379
F -2.132 1.259 -0.005
C 0.277 -0.441 1.749
C 0.624 0.307 -0.680
C 0.374 0.605 0.862
C 0.379 -1.126 -1.146
H 1.702 0.680 -0.940
H -2.548 1.664 -0.566
H -0.135 0.918 -1.219
H 0.361 -0.324 2.808
H 0.874 -1.856 -0.437
H 0.419 -1.319 -2.232
H -0.739 -1.142 -0.791
H 0.112 -1.402 1.217

=====

## C
14
Properties=species:S:1:pos:R:3 method="wB97M-V/def2-TZVPD" homo_energy_ha=-0.3694 multiplicity=1 gap_ha=0.401 e_lumo_ev=0.87 smiles="C=C(Cl)CC.F" charge=0
Cl 0.504 -2.198 1.579
F 1.120 2.033 1.599
C 1.326 -0.288 -0.835
C -0.182 -0.673 1.130
C -0.619 0.048 2.127
C -0.062 -0.252 -0.242
H 1.743 -1.244 -0.818
H -0.645 -0.887 -0.768
H -0.504 0.746 -0.263
H 0.769 1.268 1.983
H 1.155 0.082 -1.802
H -0.941 1.068 2.112
H -0.613 -0.231 3.183
H 2.069 0.437 -0.141

=====

## D
14
Properties=species:S:1:pos:R:3 method="wB97M-V/def2-TZVPD" homo_energy_ha=-0.3428 multiplicity=1 gap_ha=0.373 e_lumo_ev=0.83 smiles="C=C(F)CC.Cl" charge=0
Cl -3.127 1.152 -0.130
F -1.526 -0.882 -0.365
C 1.850 0.081 -0.743
C -0.449 -0.398 0.228
C 0.335 0.525 -0.643
C -0.116 -0.907 1.414
H 0.790 -0.542 1.897
H 2.367 0.281 0.204
H 0.351 1.592 -0.227
H 1.714 -0.899 -1.264
H -0.100 0.499 -1.659
H -3.762 0.222 0.585
H 2.409 0.869 -1.316
H -0.736 -1.594 2.022

=====

What should be chosen as the least stable of them? Choose B.